## A
Molecular formula: C9H15AsO7P2RuTe4
Method: DFT, the ωB97M-V functional and the def2-TZVPD basis

Calculated values
Molar mass (g mol⁻¹): 983.6
Highest occupied orbital energy (spin up / spin down) (eV): -4.4 / -4.3
Orbital gap (spin up / spin down) (eV): 6.41 / 4.93

Structure (ORCA input):
```
! wB97M-V def2-TZVPD RIJCOSX def2/J DEFGRID3
* xyz -1 2
O -1.9721 -0.2006 -3.5100
H 4.3611 -1.1472 0.8122
H 6.1499 5.6944 1.0013
C 4.9291 3.0498 -0.7294
H 3.3231 1.8470 2.2598
H -2.8652 -0.5521 -3.4184
H 4.4817 -0.5917 -0.8620
O -1.3575 -1.3345 -1.2731
C 5.4373 4.9702 0.6276
As 2.5031 0.4556 0.2919
P -1.5223 1.8210 -0.0202
H 5.0480 0.4604 0.4650
H 2.8279 1.7228 -1.8228
O -0.8302 3.1666 -0.5918
H 3.7748 5.8058 1.6975
H 1.5417 1.6434 2.2570
H 6.8785 3.9245 -0.5697
H -1.4572 3.8918 -0.4976
C 4.1059 5.0306 1.0175
H 2.1537 4.1539 0.8397
C 3.1937 4.1032 0.5377
O -2.0671 1.1110 -1.3971
P -1.2423 -0.0728 -2.1009
C 4.3006 -0.2731 0.1640
C 3.5911 3.0945 -0.3400
Ru 0.5670 -0.6987 -0.3550
C 5.8445 3.9765 -0.2512
O -0.3685 0.9678 0.4720
C 2.6080 2.0771 -0.8149
Te -1.5670 -3.7186 0.7868
H 2.5774 0.3108 2.7881
Te -3.1269 -7.2601 2.3204
Te 0.9125 -2.6581 1.2553
O 0.1938 0.3463 -2.2915
H 5.2519 2.2812 -1.4228
Te -1.3455 -5.4424 2.8709
O -2.6624 2.1627 0.8368
H 1.5880 2.4617 -0.8213
C 2.5003 1.1513 2.0990
*
```

***

## B
Molecular formula: C9H15AsO7P2RuTe4
Method: DFT, the ωB97M-V functional and the def2-TZVPD basis

Calculated values
Molar mass (g mol⁻¹): 983.6
Highest occupied orbital energy (spin up / spin down) (eV): -4.4 / -4.4
Orbital gap (spin up / spin down) (eV): 6.37 / 5.21

Structure (ORCA input):
```
! wB97M-V def2-TZVPD RIJCOSX def2/J DEFGRID3
* xyz -1 2
P -1.1816 -0.0036 -2.4929
C 6.3081 4.3173 0.3644
C 3.9328 4.1037 0.6914
H 7.1327 3.0994 -1.1989
Te 1.0107 -1.9433 1.3390
H 4.2435 -0.5473 -0.3000
H 2.5051 2.5313 2.3346
O -0.9914 -1.4545 -2.1837
C 6.2370 3.3826 -0.6598
Ru 0.1369 -0.0018 -0.3358
H 7.2576 4.7603 0.6364
O -0.6865 1.9662 -0.1312
H 3.0268 4.4221 1.1932
H 2.5220 2.0673 -1.6285
H -2.2993 -0.5633 -4.2071
O -1.8264 0.2329 -3.9378
Te -0.4411 -4.9322 2.2834
Te -1.5265 -2.8838 0.7434
Te -2.1412 -6.8688 2.6246
P -2.0617 1.3199 -0.0657
O 0.0645 0.8417 -2.3482
C 5.0228 2.8010 -0.9906
O -2.2682 0.3657 1.0542
H -3.9975 2.1313 0.2523
H 3.9441 -0.7831 1.4390
H 4.9747 2.0707 -1.7907
C 2.0390 1.5500 2.2664
C 5.1468 4.6839 1.0295
H 4.7151 0.7189 0.8557
H 0.9691 1.6332 2.4467
C 3.8505 3.1371 -0.3115
C 2.5766 2.4170 -0.5974
As 2.2413 0.7952 0.4826
H 1.6870 3.0170 -0.4016
O -2.3488 0.6097 -1.5176
H 2.4858 0.8809 3.0002
C 3.9783 -0.0529 0.6325
O -3.1634 2.4846 -0.0780
H 5.1851 5.4251 1.8182
*
```

***

Unit: kcal/mol. Relative energies: A 0.0; B 49.6.

***

## A
Molecular formula: H16O8
Method: DFT, the ωB97M-V functional and the def2-TZVPD basis

Calculated values
SMILES string: O.O.O.O.O.O.O.O
Molar mass (g mol⁻¹): 144.1
Highest occupied orbital energy (eV): -11.2
Orbital gap (eV): 10.90

Structure (ORCA input):
```
! wB97M-V def2-TZVPD RIJCOSX def2/J DEFGRID3
* xyz 0 1
O -2.8265 -1.6818 -0.9475
O 2.0715 1.0958 1.2787
H -4.5525 1.6588 -0.1760
H 5.3849 -0.8898 -0.6433
H -1.4088 -0.5792 0.0400
H 1.1630 1.3606 0.8471
O 1.3158 -2.3434 -1.2525
O 4.7809 -0.4192 -0.1991
H -0.1127 -0.4761 -0.3356
H 1.5106 -1.5200 -0.7749
O -3.8706 0.9823 -0.0038
H 0.4930 -2.1464 -1.7005
H -0.1700 -1.0629 2.0614
H -2.3853 -1.8949 -1.7358
O -0.7716 0.1313 -0.0849
H -2.3453 -2.3165 -0.3531
O 0.2117 3.7052 -0.7656
H 2.5925 1.0023 0.5131
H 3.9880 -0.8877 -0.4290
H 1.1354 3.5860 -0.6378
H -3.1467 1.5375 0.2090
H -1.2086 -1.8381 1.4673
H -0.0243 4.5825 -0.6493
O -1.0254 -1.4846 2.2619
*
```

***

## B
Molecular formula: H16O8
Method: DFT, the ωB97M-V functional and the def2-TZVPD basis

Calculated values
SMILES string: O.O.O.O.O.O.O.O
Molar mass (g mol⁻¹): 144.1
Highest occupied orbital energy (eV): -10.4
Orbital gap (eV): 10.15

Structure (ORCA input):
```
! wB97M-V def2-TZVPD RIJCOSX def2/J DEFGRID3
* xyz 0 1
H 3.4022 -1.4940 -4.0518
O -2.5207 1.9871 -0.8957
O -2.7409 -0.2672 2.7580
H -3.0546 2.6283 -1.3762
O 1.9132 2.7075 -0.0533
H -0.7909 0.9796 0.7312
H 1.8072 -3.1454 2.3351
H 1.8697 1.7389 -0.2093
H -2.3784 -3.0226 -2.5239
H -2.2042 -0.8409 3.3191
H -2.8944 -0.8034 1.9776
O 1.2815 -2.6375 1.6412
H -3.3868 -3.1797 -1.4265
O -2.9620 -3.7374 -2.0946
H -2.8476 1.1437 -1.2052
O -1.0090 0.9144 -0.2137
O 3.4731 -0.5308 -3.8707
H 1.8827 -2.0465 1.2014
O 2.3351 2.3863 2.3104
H 2.5732 -0.2199 -3.8217
H 2.5707 2.8475 0.5302
H 2.4737 1.5489 2.7499
H -0.4043 0.2294 -0.4880
H 1.6115 2.8136 2.6766
*
```

***

Unit: kcal/mol. Relative energies: A 0.0; B 16.6.

***

## A
Molecular formula: H16O8
Method: DFT, the ωB97M-V functional and the def2-TZVPD basis

Calculated values
SMILES string: O.O.O.O.O.O.O.O
Molar mass (g mol⁻¹): 144.1
Highest occupied orbital energy (eV): -10.9
Orbital gap (eV): 10.91

Structure (ORCA input):
```
! wB97M-V def2-TZVPD RIJCOSX def2/J DEFGRID3
* xyz 0 1
O -0.4811 0.1363 0.8645
H 3.1681 2.9144 -0.2753
O 2.3119 2.9732 0.2177
O 0.4668 -1.2166 -2.6144
H -0.2418 -1.7736 -2.2224
O 0.7614 1.1951 -1.3363
H 0.6694 2.1576 2.3084
H 0.4218 0.8094 -0.5014
O -1.8973 2.4953 0.8396
H 0.1059 0.3458 1.5845
H -1.3872 -4.0009 -1.8292
H -0.5882 -3.3304 0.3984
H 0.7284 -2.5960 0.6697
H -2.7768 2.3452 1.2506
H -0.7263 -0.7430 1.0586
H -1.5492 1.5949 0.7419
H 0.7744 -0.6954 -1.8979
O -1.7534 -3.5557 -1.0035
H -2.7041 -3.8343 -1.0943
H -0.0351 1.3337 -1.8702
H 1.6008 3.0056 -0.4400
O 1.3108 1.3921 2.3226
H 1.9966 1.7797 1.7522
O -0.1762 -2.7324 1.0762
*
```

***

## B
Molecular formula: H16O8
Method: DFT, the ωB97M-V functional and the def2-TZVPD basis

Calculated values
Molar mass (g mol⁻¹): 144.1
Highest occupied orbital energy (eV): -9.0
Orbital gap (eV): 8.87

Structure (ORCA input):
```
! wB97M-V def2-TZVPD RIJCOSX def2/J DEFGRID3
* xyz 0 1
O 1.6248 -1.1307 1.5616
O 3.2703 0.3600 1.3706
H 2.4932 -1.3669 1.2354
H -2.0699 1.1694 -0.0253
H -0.3950 1.5078 -1.3825
O 0.5681 -0.5474 -1.5616
H -2.4878 -2.3682 0.9005
H 1.5176 -1.6515 2.3575
O -0.3119 -0.6473 0.5959
H 0.2172 -1.0623 -0.8349
H -1.3486 -1.4932 0.4225
O 0.5619 1.4841 -1.3831
H -0.3506 0.1696 0.0986
H 0.5691 -0.6590 0.9701
O -2.2061 -1.8291 0.1615
O -1.4925 1.3107 -1.2222
H 2.5618 -0.1688 1.0036
O -2.5494 1.2344 0.8006
H 0.7799 0.6009 -1.6807
H -2.0678 2.0755 -1.2415
H -1.5302 0.9595 -2.1119
H 3.6912 0.7590 0.6091
H 1.4625 -0.8693 -1.6740
H -2.5077 2.1628 1.0299
*
```

***

Unit: kcal/mol. Relative energies: A 0.0; B 197.2.

***

## A
Molecular formula: H16O8
Method: DFT, the ωB97M-V functional and the def2-TZVPD basis

Calculated values
SMILES string: O.O.O.O.O.O.O.O
Molar mass (g mol⁻¹): 144.1
Highest occupied orbital energy (eV): -10.6
Orbital gap (eV): 10.62

Structure (ORCA input):
```
! wB97M-V def2-TZVPD RIJCOSX def2/J DEFGRID3
* xyz 0 1
H -0.3431 -1.5013 -2.6644
O 2.1495 -2.9226 -0.4697
H -1.2852 1.4993 3.0224
O -0.0892 1.8329 -2.1406
H 0.1940 0.9246 -2.3436
O -0.7797 1.9886 3.6518
H -2.2662 -1.2165 0.1647
H -2.5926 -0.6392 -1.2335
H -2.6022 1.0601 1.3411
O 0.5456 -0.8384 0.8330
O 0.3243 -0.9237 -2.3361
H 1.9399 -2.2868 0.1638
H -1.3123 1.4847 0.8161
H 3.0360 -3.2304 -0.2558
O -2.5076 -1.4337 -0.7480
H -0.1951 -0.3718 1.2276
O 2.3059 1.2130 0.7443
H 2.8381 0.9997 -0.0054
H 1.1477 -1.4209 -2.4716
O -1.7359 0.7541 1.1788
H 0.4668 2.3726 -2.7505
H 0.3561 -0.8399 -0.0951
H 1.5392 0.6101 0.6967
H -1.1340 2.8854 3.6738
*
```

***

## B
Molecular formula: H16O8
Method: DFT, the ωB97M-V functional and the def2-TZVPD basis

Calculated values
SMILES string: O.O.O.O.O.O.O.O
Molar mass (g mol⁻¹): 144.1
Highest occupied orbital energy (eV): -10.5
Orbital gap (eV): 10.48

Structure (ORCA input):
```
! wB97M-V def2-TZVPD RIJCOSX def2/J DEFGRID3
* xyz 0 1
H 3.1868 -0.2815 0.3034
H 2.4553 -1.8820 -1.5967
H -2.9394 1.9820 -0.3156
O -0.0938 0.2365 -0.1293
H -1.2138 -3.6756 2.2146
H -2.4473 1.4555 1.0306
H 1.7197 2.4858 0.1874
H 0.5581 -0.4809 -0.2259
H -0.8820 -0.1849 0.2360
O -2.9861 1.2136 0.2672
H 1.8853 -2.6261 -0.3817
O 1.6317 2.4068 1.1507
H 0.6494 1.3711 -1.6252
H -0.6181 -2.2951 1.9670
H 1.2636 2.3028 -2.6935
O 1.2013 2.1661 -1.7424
H -3.6494 -0.4405 -0.5999
O 3.8110 0.4505 0.4270
H -5.1176 -0.8655 -0.6129
O -0.7228 -3.1632 1.5621
H 1.1347 1.5890 1.2636
H 3.3243 1.1254 0.9244
O 2.0921 -1.7410 -0.7135
O -4.2433 -1.1488 -0.8976
*
```

***

## C
Molecular formula: H16O8
Method: DFT, the ωB97M-V functional and the def2-TZVPD basis

Calculated values
SMILES string: O.O.O.O.O.O.O.O
Molar mass (g mol⁻¹): 144.1
Highest occupied orbital energy (eV): -9.7
Orbital gap (eV): 9.96

Structure (ORCA input):
```
! wB97M-V def2-TZVPD RIJCOSX def2/J DEFGRID3
* xyz 0 1
H 2.7899 3.4083 0.4501
O -0.3650 0.3511 0.5195
H 1.0432 -0.7455 3.2807
O 2.9651 -0.6405 -0.5639
O 2.4547 3.0487 -0.3790
H 1.3528 0.6537 2.7742
H 2.2900 -3.0836 -0.4822
H 3.0775 3.3676 -1.0418
H -1.2569 0.4743 0.1756
O 1.6724 -3.2601 -1.2009
H -1.9049 -0.8851 -0.6210
O -1.8702 -1.2592 0.2666
O -1.8617 1.8929 -1.3096
H -2.7923 -1.4406 0.4808
H -4.1180 0.3900 -0.5015
H -2.4834 2.3949 -1.8485
H 2.1029 -0.3037 -0.2953
H -4.4058 -1.0633 -0.1624
H 0.0984 1.1565 0.2635
H -2.0354 2.1930 -0.4103
O -3.8928 -0.3018 0.1306
H 3.5178 -0.5189 0.2163
H 2.2083 -3.1729 -1.9972
O 0.9620 -0.1841 2.5014
*
```

***

## D
Molecular formula: H16O8
Method: DFT, the ωB97M-V functional and the def2-TZVPD basis

Calculated values
SMILES string: O.O.O.O.O.O.O.O
Molar mass (g mol⁻¹): 144.1
Highest occupied orbital energy (eV): -10.9
Orbital gap (eV): 11.16

Structure (ORCA input):
```
! wB97M-V def2-TZVPD RIJCOSX def2/J DEFGRID3
* xyz 0 1
H -3.5529 -2.0354 -1.1515
O -0.4187 -0.0937 0.1924
H -2.5346 1.9986 -0.8793
H 1.5279 -4.4579 0.4979
O -0.1481 2.6297 -0.4661
H 1.9008 2.5170 1.5627
H -3.3506 1.5788 -2.0834
O -3.4112 -1.2154 -0.6785
H 2.3966 -0.8459 -2.5476
O 1.3734 -3.6748 -0.0304
H -0.2152 -0.5056 1.0322
H -0.9816 2.7539 -0.9201
H 0.4906 2.5022 -1.1676
O 1.5548 2.8749 2.3803
O -2.4492 1.6747 -1.7760
H 1.4487 -0.7168 -1.3742
H 1.0500 -3.0246 0.5932
H 0.9058 -2.0392 2.7232
O 2.2680 -0.3699 -1.7272
H 1.9893 -1.3022 1.9652
H 1.6584 3.8222 2.2905
H -2.4599 -1.1465 -0.5973
H -0.1962 0.8289 0.3175
O 1.1538 -1.7532 1.8440
*
```

***

Unit: kcal/mol. Relative energies: A 7.8; B 0.0; C 65.3; D 9.2.